Entry 1:
ORCA calculation (ωB97M-V with the def2-TZVPD basis set) on a 4-piece molecular cluster, C25H58N3O12 overall at a distorted geometry.

Output
Gap between HOMO and LUMO ... 7.567 eV
HOMO ... -10.8489 eV
Electronic energy ... -2053.94734 Ha
Charge ... +1

Structure (XYZ):
```
98
C25H58N3O12, DFT ωB97M-V with the def2-TZVPD basis set
O -4.66 -3.42 2.23
O 7.12 -0.25 -0.63
O -1.12 -2.36 -3.88
O -1.74 4.78 3.28
O 0.41 2.15 2.33
O 5.23 -0.83 2.34
O -0.89 0.45 -1.90
O -6.11 -3.17 -0.51
O -2.15 -3.03 -5.62
O 8.31 -0.47 2.22
O -2.60 1.82 2.99
O -5.35 -0.46 1.67
N 2.83 -0.33 -4.97
N 0.04 0.35 -4.41
N -2.23 -3.02 -4.46
C -6.04 -3.50 1.88
C 0.55 0.34 -5.82
C 4.33 -1.64 3.06
C 7.26 0.47 2.42
C -5.79 0.65 2.43
C -1.72 -0.18 -2.85
C -4.15 -1.02 2.18
C -3.92 -2.40 1.60
C -0.32 1.68 -2.32
C 6.09 -0.09 3.20
C 1.79 -0.51 -6.01
C 0.42 1.60 -3.67
C -0.58 1.38 1.68
C 8.28 -0.94 -0.19
C 8.09 -1.46 1.22
C -2.60 4.01 4.10
C -1.44 0.25 -4.28
C 7.39 0.52 -1.78
C -2.31 6.04 2.97
C -1.93 2.05 1.77
C -6.00 -3.79 -1.77
C -2.15 2.57 4.12
C 1.59 1.40 2.54
C -1.47 -1.71 -2.66
C -6.29 -4.13 0.53
H -2.30 -2.19 -2.16
H 8.45 -1.79 -0.86
H -6.70 1.02 1.96
H -2.51 6.61 3.88
H -6.48 -4.16 2.63
H 6.45 -0.74 4.00
H 7.74 -0.11 -2.61
H -3.63 4.07 3.74
H 2.01 1.04 1.60
H 2.32 2.05 3.03
H 0.74 1.35 -6.16
H -5.89 -3.00 -2.52
H -2.55 4.41 5.12
H 1.39 0.55 3.20
H 8.86 -2.21 1.40
H -1.89 -0.39 -5.02
H -2.62 2.08 4.98
H -3.32 -0.36 1.91
H 3.71 -1.03 3.73
H 4.86 -2.39 3.65
H 1.49 1.71 -3.60
H -5.60 -4.97 0.38
H -0.61 -1.82 -2.00
H -4.08 -2.40 0.52
H 1.51 -1.57 -6.10
H -5.04 1.44 2.44
H -0.63 0.38 2.12
H -5.11 -4.44 -1.82
H -0.30 1.29 0.62
H -1.04 2.50 -2.29
H 7.12 -1.94 1.34
H 3.28 -1.23 -4.82
H 5.51 0.74 3.64
H -2.57 1.59 1.01
H 3.69 -2.15 2.34
H 2.23 -0.24 -6.96
H 2.46 -0.05 -4.07
H -7.32 -4.50 0.48
H -1.59 6.58 2.36
H -6.53 -2.53 1.97
H 0.05 2.41 -4.30
H -6.89 -4.38 -2.00
H 6.46 1.01 -2.08
H 0.43 1.93 -1.57
H -3.23 5.92 2.40
H -1.86 3.11 1.54
H 8.13 1.29 -1.57
H -2.87 -2.65 1.78
H 7.71 1.26 3.03
H 9.15 -0.27 -0.22
H -0.24 -0.05 -6.46
H -2.78 -0.01 -2.64
H -4.20 -1.09 3.28
H 6.94 0.91 1.48
H 0.45 -0.46 -3.94
H -1.84 1.25 -4.46
H -1.07 2.49 4.24
H -6.03 0.35 3.45
```


Entry 2:
ORCA calculation (ωB97M-V with the def2-TZVPD basis set) on C59H51LaN4OP2 as an isolated structure at a distorted geometry.

Output
Gap between HOMO and LUMO (alpha / beta) ... 7.264 / 4.777 eV
HOMO (alpha / beta) ... -12.3817 / -11.1055 eV
Relative energy (zero: lowest compared OMol25 entry of this formula, charge and spin) ... 109.2 kcal/mol
Electronic energy ... -3287.05103 Ha
Charge ... +2

Structure (XYZ):
```
118
C59H51LaN4OP2, DFT ωB97M-V with the def2-TZVPD basis set
La 0.37 -0.65 0.84
P -2.37 -1.49 -0.52
P 1.21 2.41 -0.97
O 0.45 1.15 -0.58
N 2.63 -0.21 2.01
N 0.35 -1.23 3.41
N -1.45 0.90 2.23
N -0.48 -2.75 1.11
C 4.93 0.11 3.53
C 0.20 3.72 -3.21
C 0.21 -0.26 4.51
C 3.32 2.96 -2.74
C -0.50 -5.02 0.25
C 3.14 -2.39 -0.76
C -2.65 3.36 2.80
C 1.68 -1.84 3.53
C 1.84 -2.39 -0.24
C -2.58 2.89 1.49
C -1.34 5.48 -1.70
C -0.63 -3.27 2.34
C 0.98 -3.37 -0.75
C -3.37 0.69 -1.84
C -0.69 -5.49 1.50
C 0.37 -4.79 -2.76
C -1.32 5.57 -3.08
C 3.91 -0.72 3.96
C -1.58 -0.33 -3.06
C 3.83 0.26 -3.19
C -4.73 -2.20 -1.89
C -6.01 -2.74 -1.97
C -1.35 -2.88 -1.24
C -0.57 4.52 -1.06
C -1.57 1.33 3.50
C 1.41 2.85 1.78
C 3.58 -3.35 -1.69
C -0.70 -2.27 3.47
C 0.20 3.63 -1.82
C 4.80 0.76 2.31
C 1.30 -4.14 -1.92
C 2.76 4.57 2.78
C -3.54 1.63 -2.84
C 3.19 4.97 1.52
C -4.72 -2.60 0.49
C -0.37 -3.57 -0.06
C 2.73 4.32 0.39
C 2.78 -0.87 3.16
C 2.82 0.63 -2.32
C 3.63 0.58 1.59
C 2.67 -4.17 -2.30
C -2.73 1.58 -3.97
C -0.55 4.70 -3.83
C -4.08 -2.13 -0.66
C -1.14 0.44 4.63
C -6.00 -3.13 0.40
C -2.15 2.56 3.81
C -1.76 0.61 -4.07
C -0.74 -4.60 2.60
C 4.58 1.23 -3.83
C -1.87 -3.88 -2.15
C 2.57 1.98 -2.08
C -6.64 -3.20 -0.82
C -2.40 -0.31 -1.94
C -1.03 -4.73 -2.83
C 4.33 2.57 -3.61
C 1.87 3.51 2.90
C 1.84 3.25 0.51
C -1.97 1.67 1.27
H -0.53 4.78 -4.91
H -2.99 3.45 0.66
H 0.40 -0.77 5.46
H -1.50 -5.40 -3.54
H -4.22 -2.54 1.45
H 3.85 -1.62 -0.46
H -6.51 -2.78 -2.93
H -0.84 -4.97 3.62
H 3.49 1.07 0.64
H 0.80 3.04 -3.79
H 2.21 -0.12 -1.83
H 1.74 -2.69 2.83
H -1.10 1.04 5.54
H -1.67 -1.77 3.40
H 0.83 -5.44 -3.50
H 3.12 5.09 3.66
H -0.66 -2.81 4.43
H 3.99 -1.26 4.89
H -0.38 -5.73 -0.55
H 4.02 -0.79 -3.36
H 3.11 4.01 -2.60
H -1.90 1.30 0.25
H -0.55 4.46 0.02
H -0.83 -1.09 -3.20
H -1.93 6.17 -1.11
H 4.62 -3.38 -1.99
H 5.82 0.25 4.13
H 2.98 -4.83 -3.10
H -2.94 -4.00 -2.27
H -3.10 4.32 3.02
H -4.25 -1.84 -2.79
H -6.50 -3.49 1.29
H 0.72 2.03 1.88
H -0.76 -6.56 1.67
H -1.93 -0.30 4.79
H -4.04 0.70 -0.98
H 0.99 0.50 4.38
H -4.31 2.39 -2.75
H -1.14 0.55 -4.97
H 1.85 -2.23 4.54
H -0.57 -2.33 -1.79
H 4.90 3.33 -4.13
H -1.90 6.34 -3.57
H -2.21 2.87 4.84
H -2.88 2.29 -4.77
H 5.36 0.93 -4.52
H 5.58 1.40 1.93
H -7.64 -3.62 -0.89
H 1.53 3.21 3.89
H 3.88 5.79 1.41
H 3.05 4.65 -0.59
```


Entry 3:
ORCA calculation (ωB97M-V with the def2-TZVPD basis set) on C20H23IrNO9 as an isolated structure.

Output
Spin multiplicity ... 2
Gap between HOMO and LUMO (alpha / beta) ... 7.891 / 5.630 eV
HOMO (alpha / beta) ... -14.7993 / -14.7211 eV
Relative energy (zero: lowest compared OMol25 entry of this formula, charge and spin) ... 0.0 kcal/mol
Electronic energy ... -1611.45258 Ha
Charge ... +2

Structure (XYZ):
```
54
C20H23IrNO9, DFT ωB97M-V with the def2-TZVPD basis set
Ir 0.65 0.80 0.35
O -3.18 -3.56 2.95
O 1.28 2.19 1.80
O 0.16 -0.11 -1.28
O -3.14 1.02 -6.39
O -3.69 2.78 -5.26
O 2.27 1.70 -0.66
O 2.00 -0.62 0.65
O -0.43 0.05 1.69
O -0.73 2.24 0.13
N -3.09 1.74 -5.42
C 1.91 3.28 1.08
C -2.25 1.28 -4.30
C -4.21 -2.68 3.40
C 2.81 -2.80 0.77
C 3.14 1.01 -1.59
C -1.36 1.61 -2.10
C -0.76 -0.37 -3.38
C -0.65 0.38 -2.21
C 0.39 -2.22 1.36
C -1.55 0.07 -4.42
C 1.69 -1.83 0.93
C -1.10 -4.02 2.03
C -0.61 -1.29 1.75
C 1.92 1.78 3.04
C 2.93 2.74 0.11
C 0.08 -3.60 1.52
C -2.17 2.04 -3.17
C -2.07 -3.07 2.45
C -1.36 2.43 -0.94
C -1.81 -1.70 2.31
H 2.35 3.99 1.78
H 1.10 3.77 0.55
H 3.78 2.28 0.62
H -5.01 -3.33 3.75
H 3.29 3.52 -0.56
H -2.73 2.96 -3.11
H 2.76 -3.21 -0.24
H -4.57 -2.06 2.58
H 0.81 -4.34 1.22
H 2.91 1.37 2.84
H 2.78 -3.61 1.48
H -2.02 3.30 -0.94
H -1.65 -0.50 -5.33
H 3.41 1.71 -2.38
H 2.59 0.17 -1.99
H 3.76 -2.27 0.86
H -1.34 -5.07 2.14
H 1.28 1.03 3.48
H -0.21 -1.30 -3.46
H 4.03 0.66 -1.06
H -2.52 -0.94 2.61
H -3.85 -2.06 4.23
H 1.98 2.65 3.69
```


Entry 4:
ORCA calculation (ωB97M-V with the def2-TZVPD basis set) on a 2-piece molecular cluster, C2H8O5P overall at a distorted geometry.

Output
Gap between HOMO and LUMO ... 8.377 eV
HOMO ... -4.6484 eV
Relative energy (zero: lowest compared OMol25 entry of this formula, charge and spin) ... 1.7 kcal/mol
Electronic energy ... -798.72372 Ha
Charge ... -1

Structure (XYZ):
```
16
C2H8O5P, DFT ωB97M-V with the def2-TZVPD basis set
P 0.11 0.01 -1.05
O 0.46 0.45 -2.47
O -0.71 -1.26 -0.99
O 1.56 -0.23 -0.32
O -0.63 1.32 -0.46
O -1.96 -2.95 1.44
C -1.29 1.16 0.82
C 2.65 0.70 -0.56
H -1.59 -2.45 0.68
H 3.20 0.83 0.39
H 3.37 0.41 -1.34
H -1.77 2.12 1.07
H 2.19 1.67 -0.83
H -2.91 -3.05 1.24
H -0.61 0.88 1.64
H -2.07 0.39 0.73
```


> Which formula does entry 4 have?

C2H8O5P


> The highest electronic energy belongs to which entry?

C2H8O5P